Entry 1:
Molecular formula: C49H63Br3Cl2F7N5O9
Method: DFT, the ωB97M-V functional and the def2-TZVPD basis

```
138
Properties=species:S:1:pos:R:3:mulliken_charge:R:1
C 4.448 -0.503 2.220 -0.742
C 5.153 0.410 1.518 0.066
C 5.417 0.352 0.018 -1.954
C 4.144 0.578 -0.773 0.850
C 3.262 -0.506 -0.960 0.967
C 3.551 -1.874 -0.391 -2.586
C 2.086 -0.305 -1.700 0.793
C 1.775 0.946 -2.262 0.240
C 2.655 2.029 -2.081 0.545
C 2.386 3.400 -2.681 -1.799
C 1.992 4.436 -1.603 -0.272
C 0.970 5.485 -2.052 0.345
F 0.667 5.408 -3.366 -0.328
Br -0.645 5.284 -0.977 -0.130
C 1.500 6.922 -1.774 0.596
F 2.068 6.985 -0.568 -0.225
F 0.489 7.812 -1.783 -0.224
Br 2.719 7.485 -3.165 -0.122
C 3.836 1.835 -1.335 0.403
C 4.808 2.977 -1.141 -2.004
C 4.719 3.578 0.274 0.532
C 5.570 4.786 0.391 -0.401
F 5.138 5.914 -0.200 -0.260
C 6.737 4.804 1.009 0.475
F 7.248 3.767 1.648 -0.203
F 7.540 5.848 1.046 -0.250
C 0.505 1.005 -3.067 -0.849
O 0.424 1.599 -4.115 -0.626
C -0.648 0.204 -2.526 0.070
C -1.990 0.614 -2.613 1.010
C -2.427 1.912 -3.221 -1.310
C -3.018 2.873 -2.239 0.684
O -3.025 2.741 -1.053 -0.524
O -3.596 3.933 -2.860 -0.367
C -2.976 -0.252 -2.115 0.494
C -4.418 0.078 -2.195 -0.985
Cl -5.134 -0.008 -3.775 -0.037
C -5.155 0.396 -1.132 0.442
C -4.638 0.440 0.272 -0.944
Cl -6.830 0.764 -1.303 -0.213
C -2.610 -1.477 -1.559 1.204
F -3.589 -2.281 -1.121 -0.480
C -1.293 -1.906 -1.469 -0.244
C -0.999 -3.263 -0.874 -1.567
C -0.528 -3.243 0.607 -0.636
C -0.593 -1.885 1.280 -0.257
Br 0.288 -1.987 3.020 -0.168
C -0.314 -1.037 -1.965 1.008
C 1.127 -1.420 -1.928 -0.329
O 1.458 -2.570 -2.060 -0.557
H 4.613 -1.570 2.127 0.108
H 3.708 -0.147 2.931 0.199
H 5.586 1.250 2.053 0.521
H 6.183 1.080 -0.225 0.261
H 5.843 -0.607 -0.273 0.863
H 2.863 -2.135 0.413 0.198
H 3.463 -2.613 -1.177 0.579
H 4.549 -1.960 0.004 0.594
H 1.674 3.327 -3.488 0.917
H 3.322 3.747 -3.107 0.695
H 2.889 4.948 -1.268 -0.585
H 1.602 3.919 -0.733 0.917
H 5.823 2.635 -1.320 0.726
H 4.631 3.785 -1.843 0.603
H 3.685 3.878 0.456 0.299
H 4.962 2.855 1.041 -0.125
H -1.648 2.422 -3.780 0.531
H -3.215 1.703 -3.945 0.329
H -3.221 4.755 -2.513 0.353
H -4.050 1.336 0.450 0.172
H -5.480 0.463 0.954 0.472
H -4.011 -0.424 0.471 0.063
H -1.934 -3.815 -0.911 0.488
H -0.311 -3.826 -1.485 0.468
H 0.485 -3.631 0.687 0.295
H -1.154 -3.928 1.174 0.484
H -0.067 -1.115 0.728 0.114
H -1.611 -1.576 1.486 0.306
C 4.007 -3.688 6.010 -0.533
N 4.433 -3.367 4.655 -0.041
C 4.133 -4.019 3.513 0.548
C 3.262 -5.245 3.636 -1.265
O 4.544 -3.626 2.427 -0.740
H 3.449 -2.843 6.415 0.169
H 4.887 -3.866 6.633 0.243
H 3.374 -4.569 6.026 0.183
H 5.019 -2.557 4.520 0.238
H 3.096 -5.660 2.645 0.355
H 3.756 -5.996 4.255 0.420
H 2.298 -4.984 4.077 0.377
C -7.219 -1.578 -5.897 -0.837
N -7.773 -2.424 -6.939 -0.112
C -7.787 -2.206 -8.282 0.759
C -7.153 -0.927 -8.780 -1.184
O -8.293 -3.016 -9.040 -0.649
H -6.454 -2.129 -5.350 0.325
H -8.007 -1.292 -5.198 0.290
H -6.777 -0.679 -6.312 0.264
H -8.209 -3.290 -6.668 0.217
H -7.244 -0.900 -9.861 0.285
H -7.659 -0.055 -8.363 0.339
H -6.096 -0.890 -8.515 0.320
C -4.647 6.654 -6.904 -0.804
N -5.763 5.759 -7.143 -0.150
C -6.590 5.180 -6.229 0.710
C -6.336 5.492 -4.772 -0.903
O -7.491 4.443 -6.588 -0.653
H -4.817 7.609 -7.404 0.291
H -3.726 6.220 -7.297 0.272
H -4.521 6.835 -5.843 0.307
H -5.982 5.514 -8.095 0.220
H -7.067 4.962 -4.171 0.296
H -5.339 5.161 -4.480 0.068
H -6.438 6.562 -4.584 0.374
C 0.727 -8.821 4.350 -0.944
N 1.132 -7.629 5.069 -0.059
C 0.439 -6.921 6.000 0.943
C -0.943 -7.409 6.363 -1.450
O 0.935 -5.930 6.513 -0.598
H 1.423 -9.636 4.554 0.312
H 0.729 -8.629 3.276 0.284
H -0.269 -9.131 4.647 0.351
H 2.042 -7.241 4.882 0.154
H -1.356 -6.740 7.112 0.308
H -1.596 -7.404 5.490 0.364
H -0.902 -8.417 6.776 0.370
C 2.310 0.919 10.224 -0.844
N 2.276 0.473 8.844 -0.182
C 2.432 -0.788 8.364 0.795
C 2.674 -1.891 9.368 -1.247
O 2.376 -1.006 7.164 -0.622
H 1.361 1.387 10.490 0.285
H 3.106 1.653 10.361 0.287
H 2.486 0.086 10.894 0.318
H 2.118 1.161 8.124 0.240
H 2.774 -2.830 8.833 0.222
H 3.589 -1.708 9.932 0.355
H 1.836 -1.973 10.061 0.383
```

Max |F|   1.492 eV/Å
ΔE to the lowest compared entry with this formula, charge and spin   0.00 kcal per mole
HOMO energy   -8.5 eV
LUMO level   -0.87 eV

Entry 2:
Molecular formula: C49H65P3Se2SiTi
Method: DFT, the ωB97M-V functional and the def2-TZVPD basis

```
121
Properties=species:S:1:pos:R:3:lowdin_spin:R:1
Ti -0.681 0.006 -1.039 1.698
C -1.129 4.803 -1.134 0.005
Si -0.230 3.146 -1.130 0.040
C 1.407 3.334 -2.052 0.001
C 1.760 4.605 -2.518 0.000
C 2.948 4.835 -3.191 0.000
C 3.823 3.782 -3.414 0.000
C 3.490 2.517 -2.967 0.000
C 2.291 2.273 -2.292 0.003
P 1.906 0.577 -1.689 0.031
C 2.087 -0.576 -3.151 0.010
C 2.699 -0.089 -4.466 0.001
C 2.254 -1.030 -5.603 0.000
C 1.992 -2.460 -5.112 0.000
C 2.959 -2.815 -3.991 0.000
C 2.741 -1.914 -2.758 0.001
C 3.321 0.215 -0.552 0.004
C 4.760 0.327 -1.066 0.000
C 5.697 -0.424 -0.106 0.000
C 5.240 -0.283 1.357 0.000
C 4.521 1.051 1.538 0.000
C 3.214 1.067 0.729 0.001
C 0.309 3.017 0.720 0.020
C 1.075 4.157 1.022 0.003
C 1.559 4.423 2.287 0.001
C 1.256 3.557 3.329 0.001
C 0.513 2.425 3.060 0.001
C 0.063 2.126 1.768 0.015
P -0.785 0.533 1.458 0.056
C -2.492 0.850 2.076 0.005
C -2.636 1.474 3.463 0.000
C -4.085 1.308 3.945 0.000
C -5.088 1.414 2.783 0.000
C -4.530 2.322 1.693 0.000
C -3.278 1.697 1.058 0.003
C 0.004 -0.664 2.645 0.005
C -0.967 -1.524 3.490 0.000
C -0.308 -2.835 3.947 0.000
C 1.174 -2.618 4.231 0.000
C 1.902 -2.268 2.919 0.001
C 0.958 -1.611 1.911 0.010
H -0.607 5.609 -0.616 0.001
H -1.335 5.107 -2.162 0.000
H -2.093 4.656 -0.641 0.000
H 1.086 5.437 -2.354 0.000
H 3.190 5.830 -3.542 0.000
H 4.757 3.944 -3.937 0.000
H 4.172 1.703 -3.160 0.000
H 1.036 -0.788 -3.375 0.004
H 2.404 0.932 -4.700 0.000
H 3.792 -0.093 -4.381 0.000
H 1.349 -0.629 -6.067 0.000
H 3.023 -1.042 -6.380 0.000
H 0.967 -2.553 -4.741 0.000
H 2.084 -3.165 -5.940 0.000
H 2.856 -3.862 -3.701 0.000
H 3.984 -2.696 -4.358 0.000
H 2.124 -2.428 -2.020 0.001
H 3.705 -1.740 -2.277 0.000
H 3.137 -0.833 -0.287 0.000
H 4.877 -0.064 -2.080 0.000
H 5.036 1.382 -1.110 0.000
H 5.736 -1.478 -0.392 0.000
H 6.712 -0.033 -0.215 0.000
H 4.558 -1.095 1.620 0.000
H 6.095 -0.368 2.030 0.000
H 4.304 1.255 2.588 0.000
H 5.183 1.854 1.202 0.000
H 2.398 0.696 1.357 0.001
H 2.950 2.094 0.467 0.000
H 1.323 4.854 0.230 0.000
H 2.164 5.305 2.461 0.000
H 1.597 3.757 4.336 0.000
H 0.284 1.759 3.882 0.000
H -2.943 -0.147 2.100 0.000
H -1.955 1.028 4.188 0.000
H -2.367 2.532 3.400 0.000
H -4.188 0.338 4.439 0.000
H -4.310 2.067 4.699 0.000
H -5.277 0.422 2.360 0.000
H -6.050 1.782 3.144 0.000
H -5.271 2.522 0.917 0.000
H -4.281 3.290 2.137 0.000
H -3.556 1.072 0.207 0.002
H -2.644 2.490 0.650 0.001
H 0.611 -0.060 3.323 0.000
H -1.263 -0.967 4.381 0.000
H -1.886 -1.757 2.944 0.000
H -0.837 -3.220 4.821 0.000
H -0.410 -3.596 3.170 0.000
H 1.285 -1.801 4.952 0.000
H 1.618 -3.499 4.695 0.000
H 2.734 -1.588 3.126 0.000
H 2.337 -3.167 2.474 0.000
H 1.524 -1.095 1.133 0.008
H 0.361 -2.352 1.375 0.001
Se -1.581 1.882 -2.399 0.024
P -2.440 -1.818 -0.853 0.016
Se -0.521 -2.624 -1.540 0.017
C -3.037 -2.768 0.582 0.001
C -4.217 -2.306 1.174 0.000
C -4.734 -2.928 2.294 0.000
C -4.079 -4.036 2.830 0.000
C -2.920 -4.506 2.240 0.000
C -2.392 -3.870 1.118 0.000
C -3.717 -2.185 -2.094 0.002
C -4.216 -3.475 -2.275 0.000
C -5.167 -3.720 -3.248 0.000
C -5.628 -2.681 -4.050 0.000
C -5.138 -1.397 -3.873 0.000
C -4.184 -1.148 -2.893 0.002
H -4.728 -1.447 0.748 0.000
H -5.643 -2.558 2.752 0.000
H -4.482 -4.532 3.704 0.000
H -2.418 -5.373 2.653 0.000
H -1.478 -4.226 0.657 0.000
H -3.857 -4.285 -1.652 0.000
H -5.551 -4.723 -3.387 0.000
H -6.370 -2.876 -4.813 0.000
H -5.496 -0.587 -4.496 0.000
H -3.797 -0.145 -2.750 0.002
```

2S+1   3
Max |F|   0.829 eV/Å
ΔE to the lowest compared entry with this formula, charge and spin   0.00 kcal per mole
HOMO energy (alpha / beta)   -6.2 / -7.9 eV
⟨S²⟩   2.01
LUMO level (alpha / beta)   0.62 / 0.62 eV

Entry 3:
Molecular formula: C49H69FeN3S2Sb4Si3
Method: DFT, the ωB97M-V functional and the def2-TZVPD basis

```
131
Properties=species:S:1:pos:R:3:lowdin_spin:R:1
Fe -0.140 0.275 1.063 0.008
N 0.478 0.602 5.007 0.001
C -0.641 1.419 5.088 0.000
C -1.280 1.989 6.183 0.000
C -2.387 2.764 5.911 0.000
C -2.839 2.963 4.595 0.000
C -2.204 2.391 3.515 0.000
C -1.082 1.600 3.774 0.000
N -0.218 0.910 2.919 0.001
C 0.674 0.332 3.707 0.001
C 1.711 -0.456 3.057 0.000
C 2.938 -0.871 3.466 0.002
S 3.771 -1.565 2.146 0.001
C 2.448 -1.259 1.134 0.010
N 1.429 -0.693 1.723 0.002
H 1.015 0.243 5.780 0.000
H -0.933 1.840 7.196 0.000
H -2.920 3.230 6.727 0.000
H -3.709 3.584 4.432 0.000
H -2.557 2.551 2.506 0.000
H 3.397 -0.780 4.437 0.000
H 2.455 -1.510 0.085 0.015
C -4.321 -0.506 2.790 0.000
Sb -2.919 -0.217 1.219 -0.002
C -1.622 -1.888 1.817 0.002
C -3.878 -1.396 -0.308 -0.001
C -4.487 -0.549 -1.382 0.000
C -5.748 0.008 -1.179 0.000
C -6.328 0.833 -2.128 0.000
C -5.647 1.112 -3.304 0.000
C -4.395 0.560 -3.517 0.000
C -3.799 -0.270 -2.569 0.000
C -2.445 -0.842 -2.860 -0.001
Sb -0.848 0.061 -1.704 0.018
C 0.631 0.249 -3.223 0.001
C -1.663 2.021 -1.854 0.006
H -4.534 -1.572 2.853 0.000
H -5.235 0.041 2.567 0.000
H -3.914 -0.145 3.733 0.000
H -2.316 -2.610 2.247 0.000
H -0.881 -1.689 2.590 0.000
H -1.141 -2.357 0.957 0.006
H -4.630 -1.984 0.219 0.000
H -3.128 -2.089 -0.689 0.000
H -6.293 -0.229 -0.272 0.000
H -7.315 1.241 -1.957 0.000
H -6.093 1.746 -4.057 0.000
H -3.874 0.767 -4.444 0.000
H -2.166 -0.611 -3.889 0.000
H -2.426 -1.925 -2.746 0.000
H 0.128 0.334 -4.186 0.000
H 1.315 -0.597 -3.243 0.001
H 1.195 1.155 -3.016 0.000
H -1.706 2.285 -2.911 0.001
H -1.041 2.732 -1.319 0.000
H -2.674 2.031 -1.450 0.000
C -2.056 -4.888 -2.751 0.000
Si -0.340 -4.714 -3.455 0.052
C 0.330 -6.319 -4.111 0.030
C -0.118 -3.305 -4.652 0.000
Sb 1.153 -4.119 -1.389 0.650
Si 0.855 -5.873 0.509 0.055
C -0.887 -5.717 1.147 -0.001
C 1.165 -7.484 -0.374 0.036
C 2.121 -5.487 1.818 -0.001
Si 3.636 -3.839 -2.126 0.053
C 4.698 -4.235 -0.645 0.002
C 3.858 -5.069 -3.504 0.027
C 3.820 -2.072 -2.706 0.002
H -2.791 -4.974 -3.554 0.000
H -2.340 -4.041 -2.126 0.001
H -2.131 -5.794 -2.146 0.000
H -0.399 -6.699 -4.834 0.005
H 0.448 -7.081 -3.342 0.001
H 1.278 -6.198 -4.632 0.000
H -0.516 -3.586 -5.630 0.000
H 0.937 -3.059 -4.790 0.000
H -0.640 -2.405 -4.327 0.000
H -1.616 -5.522 0.359 0.000
H -0.963 -4.923 1.890 0.000
H -1.171 -6.655 1.631 0.000
H 0.323 -7.757 -1.010 0.000
H 1.271 -8.268 0.381 0.006
H 2.075 -7.489 -0.975 0.002
H 2.082 -4.439 2.120 0.000
H 3.138 -5.725 1.506 0.000
H 1.896 -6.091 2.702 0.000
H 4.816 -5.314 -0.528 0.000
H 4.316 -3.841 0.296 0.000
H 5.693 -3.814 -0.807 0.000
H 3.470 -6.057 -3.254 0.002
H 4.931 -5.183 -3.687 0.005
H 3.397 -4.737 -4.433 0.000
H 3.351 -1.337 -2.049 0.001
H 3.385 -1.948 -3.699 0.000
H 4.879 -1.815 -2.780 0.000
S 1.339 1.774 0.105 0.001
Sb 1.343 4.069 0.546 0.002
C 1.708 4.650 2.512 0.000
C 1.619 6.005 2.819 0.000
C 1.835 6.426 4.122 0.000
C 2.134 5.498 5.111 0.000
C 2.225 4.149 4.801 0.000
C 2.013 3.721 3.499 0.000
C 2.845 4.817 -0.673 0.001
C 3.897 5.535 -0.112 0.000
C 4.902 6.024 -0.935 0.000
C 4.853 5.794 -2.302 0.000
C 3.805 5.071 -2.857 0.000
C 2.799 4.576 -2.044 0.000
C -0.476 4.919 0.001 0.000
C -1.545 4.805 0.883 0.000
C -2.782 5.323 0.534 0.000
C -2.945 5.959 -0.691 0.000
C -1.872 6.091 -1.560 0.000
C -0.630 5.574 -1.216 0.000
H 1.373 6.739 2.059 0.000
H 1.769 7.477 4.366 0.000
H 2.305 5.832 6.125 0.000
H 2.476 3.437 5.577 0.000
H 2.115 2.673 3.235 0.000
H 3.942 5.720 0.954 0.000
H 5.720 6.588 -0.509 0.000
H 5.635 6.182 -2.940 0.000
H 3.773 4.899 -3.924 0.000
H 1.987 4.008 -2.484 0.000
H -1.409 4.346 1.853 0.000
H -3.615 5.255 1.221 0.000
H -3.907 6.372 -0.959 0.000
H -1.999 6.607 -2.502 0.000
H 0.206 5.695 -1.895 0.000
```

2S+1   2
Net charge   +3
Max |F|   1.194 eV/Å
HOMO energy (alpha / beta)   -14.3 / -14.3 eV
⟨S²⟩   0.78
LUMO level (alpha / beta)   -6.87 / -9.11 eV

> Number 1 is which compound?

C49H63Br3Cl2F7N5O9

> Among the records above, which one has the lowest max |F|?

C49H65P3Se2SiTi

> max |F| of number 1 (C49H63Br3Cl2F7N5O9)?

1.492 eV/Å

> What is the max |F| in the first record?

1.492 eV/Å